(1)
# C8H11INO2

A cluster of 2 separate species, C8H11INO2 in total at a distorted geometry (ωB97M-V/def2-TZVPD, the Open Molecules 2025 dataset).

Results
HOMO energy: -0.4904 Ha
charge: +1
energy: -22150.25584 eV

CARTESIAN COORDINATES (ANGSTROEM)
1 C 2.2358 -1.5354 1.2423
2 C 0.2963 -0.5733 -0.9215
3 C 1.0813 0.0437 0.0178
4 C 0.7269 1.3176 0.4616
5 C 3.7349 0.8234 -1.6288
6 C 0.4578 -1.9153 -1.6077
7 C -1.5592 1.8824 1.1421
8 C -0.4070 2.2396 0.2184
9 N 2.2868 -0.4333 0.6166
10 O 4.1241 1.7305 -1.0607
11 O 3.3164 -0.0921 -2.1679
12 I 2.0993 2.2036 1.7227
13 H 2.9780 -2.0778 1.7905
14 H 1.4329 -2.2237 1.2783
15 H -0.5756 -0.1035 -1.4056
16 H 0.2923 -1.6525 -2.7515
17 H 1.5632 -2.3355 -1.5649
18 H -0.3408 -2.4450 -1.2212
19 H -1.7810 0.8547 1.2367
20 H -2.5424 2.3628 1.0598
21 H -1.2925 1.9301 2.1502
22 H -0.0820 3.1607 0.4209
23 H -0.7185 2.0819 -0.8481


(2)
# C75H63FN5O10S3

A cluster of 4 separate species, C75H63FN5O10S3 in total at a distorted geometry (ωB97M-V/def2-TZVPD, the Open Molecules 2025 dataset).

Results
HOMO energy: -0.3807 Ha
charge: +1
energy: -141939.24375 eV

CARTESIAN COORDINATES (ANGSTROEM)
1 C -5.0099 -2.4254 -4.6300
2 C -4.0026 -1.4544 -3.9943
3 S -4.1270 -1.6825 -2.2219
4 C -2.6681 -1.4727 -1.1535
5 C -1.2527 -0.9689 -1.5667
6 C -0.8355 -1.6231 -2.8848
7 C -1.2634 -3.0852 -3.0629
8 C -0.3596 -3.9008 -3.9170
9 O -1.7445 -3.4018 -4.2949
10 C -0.3457 -1.4056 -0.3757
11 F -1.1195 -1.7947 0.7371
12 C 0.6252 -2.5408 -0.5886
13 C 0.2096 -3.8350 -0.2803
14 C 1.0716 -4.9091 -0.4159
15 C 2.3696 -4.7239 -0.8700
16 C 2.7957 -3.4370 -1.1625
17 C 1.9328 -2.3652 -1.0112
18 N 0.3797 -0.2260 0.1789
19 C -0.5892 0.6779 0.5369
20 N -0.6693 1.0359 1.8232
21 N -1.3931 1.2295 -0.3813
22 C -1.1866 2.7233 -0.2540
23 C -1.8893 3.6777 -1.2075
24 C -1.4587 5.1154 -0.8869
25 S -2.6143 6.2302 -1.7071
26 C -3.9363 6.2123 -0.5517
27 S -3.7293 6.1744 1.0636
28 N -5.1882 6.2496 -1.1219
29 C -6.4145 6.2296 -0.4787
30 C -7.3645 6.2681 -1.4353
31 N -6.7726 6.3204 -2.6962
32 C -5.4946 6.2994 -2.4889
33 C -1.1827 0.6093 -1.7463
34 C 0.1127 1.2826 -2.3027
35 C 0.9556 0.7971 -3.4502
36 O 0.9162 1.2727 -4.5405
37 O 1.9332 -0.0901 -3.1389
38 C 2.5110 -0.6919 -4.2839
39 C 3.8517 -0.1940 -4.6539
40 O 1.9292 -1.5540 -4.8295
41 C -2.3501 1.1173 -2.6068
42 C -3.5649 1.4835 -2.0386
43 C -4.5982 2.0151 -2.7922
44 C -4.4362 2.2214 -4.1555
45 C -3.2354 1.8505 -4.7411
46 C -2.2257 1.2897 -3.9804
47 H -4.8771 -3.4409 -4.2795
48 H -4.9373 -2.3486 -5.7098
49 H -6.0097 -2.0668 -4.3909
50 H -3.0530 -1.5966 -4.4959
51 H -4.3541 -0.4641 -4.2587
52 H -2.9904 -0.8362 -0.3319
53 H -2.5796 -2.4524 -0.7091
54 H -1.1587 -1.1005 -3.7770
55 H 0.2358 -1.7208 -2.9749
56 H -1.6872 -3.6033 -2.2240
57 H 0.1831 -3.4644 -4.7368
58 H -0.5492 -4.9622 -3.8896
59 H -0.7886 -4.0187 0.0810
60 H 0.7405 -5.9023 -0.1553
61 H 3.0343 -5.5654 -0.9664
62 H 3.8085 -3.2882 -1.5023
63 H 2.3080 -1.3745 -1.2192
64 H 0.8022 -0.5579 1.0415
65 H 0.1455 1.2646 2.3785
66 H -1.5851 1.1357 2.2300
67 H -0.1219 2.9676 -0.2156
68 H -1.5401 3.0166 0.7258
69 H -1.7938 3.4901 -2.2723
70 H -2.9551 3.6464 -0.9991
71 H -1.5148 5.2913 0.1828
72 H -0.4575 5.3226 -1.2511
73 H -6.5597 6.1787 0.5795
74 H -8.4230 6.2534 -1.2715
75 H -4.7254 6.3022 -3.2372
76 H 0.8379 1.4657 -1.5139
77 H -0.1681 2.2740 -2.6344
78 H 4.3926 -0.9529 -5.2032
79 H 3.7856 0.7057 -5.2568
80 H 4.4310 0.0334 -3.7619
81 H -3.7185 1.3667 -0.9764
82 H -5.5307 2.2713 -2.3124
83 H -5.2546 2.6408 -4.7180
84 H -3.1130 1.9852 -5.8041
85 H -1.3273 1.0149 -4.5127
86 C 2.9439 5.4300 5.6851
87 C 4.0648 5.6132 6.4873
88 C 5.0289 4.6227 6.5720
89 C 4.8717 3.4398 5.8635
90 C 3.7358 3.2455 5.0736
91 C 2.7795 4.2499 4.9809
92 C 3.5271 1.9687 4.3416
93 O 2.5380 1.8036 3.6456
94 C 4.5476 0.8980 4.4816
95 C 4.3482 -0.3243 3.8505
96 C 5.2970 -1.3260 3.9619
97 C 6.4572 -1.1111 4.6982
98 C 6.6592 0.1032 5.3333
99 C 5.7054 1.1066 5.2357
100 C 5.9288 2.3929 5.9536
101 O 6.9385 2.5821 6.5951
102 H 2.1963 6.2089 5.6144
103 H 4.1863 6.5317 7.0455
104 H 5.9047 4.7628 7.1901
105 H 1.9068 4.1029 4.3606
106 H 3.4476 -0.4894 3.2757
107 H 5.1366 -2.2781 3.4734
108 H 7.2038 -1.8913 4.7781
109 H 7.5570 0.2741 5.9107
110 C -14.5724 0.0988 0.0964
111 C -14.9153 0.4362 -1.2088
112 C -13.9364 0.5291 -2.1833
113 C -12.6075 0.2949 -1.8549
114 C -12.2606 -0.0237 -0.5391
115 C -13.2488 -0.1300 0.4311
116 C -10.8383 -0.2362 -0.1536
117 O -10.5322 -0.5174 0.9862
118 C -9.7933 -0.0855 -1.2071
119 C -8.4556 -0.2268 -0.8599
120 C -7.4731 -0.1018 -1.8268
121 C -7.8245 0.1571 -3.1485
122 C -9.1553 0.3026 -3.4998
123 C -10.1433 0.1904 -2.5296
124 C -11.5701 0.3824 -2.9198
125 O -11.8724 0.6079 -4.0720
126 H -15.3407 0.0188 0.8539
127 H -15.9493 0.6250 -1.4650
128 H -14.1988 0.7858 -3.2001
129 H -12.9772 -0.3881 1.4451
130 H -8.1897 -0.4316 0.1681
131 H -6.4300 -0.2075 -1.5576
132 H -7.0539 0.2486 -3.9051
133 H -9.4336 0.5074 -4.5245
134 C 11.0161 -7.3586 2.3856
135 C 9.7620 -6.9229 2.8004
136 C 9.6055 -5.6491 3.3191
137 C 10.7046 -4.8075 3.4359
138 C 11.9671 -5.2534 3.0389
139 C 12.1160 -6.5265 2.5049
140 C 13.1695 -4.3860 3.1956
141 O 14.2640 -4.7707 2.8453
142 C 12.9881 -3.0370 3.8015
143 C 14.1003 -2.2318 4.0076
144 C 13.9483 -0.9705 4.5579
145 C 12.6828 -0.5040 4.8976
146 C 11.5710 -1.3041 4.6984
147 C 11.7188 -2.5756 4.1583
148 C 10.5166 -3.4345 3.9804
149 O 9.4097 -3.0269 4.2760
150 H 11.1349 -8.3518 1.9735
151 H 8.9063 -7.5798 2.7172
152 H 8.6319 -5.3048 3.6389
153 H 13.0939 -6.8622 2.1890
154 H 15.0818 -2.5969 3.7391
155 H 14.8167 -0.3467 4.7222
156 H 12.5660 0.4844 5.3218
157 H 10.5862 -0.9469 4.9651


(3)
# C19H35N5O3

A cluster of 2 separate species, C19H35N5O3 in total at a distorted geometry (ωB97M-V/def2-TZVPD, the Open Molecules 2025 dataset).

Results
HOMO energy: -0.3172 Ha
SMILES string: CNC(=O)[C@H](Cc1ccc(O)cc1)NC(C)=O.NCCCCNCCCN
charge: 0
energy: -33864.32380 eV

CARTESIAN COORDINATES (ANGSTROEM)
1 C 8.5197 0.7856 -0.7419
2 N 7.8379 0.8291 -2.0361
3 C 6.5444 0.6382 -2.3326
4 O 6.2437 0.5960 -3.5184
5 C 5.4496 0.4601 -1.2433
6 C 4.0072 0.6759 -1.7517
7 C 2.9258 0.2008 -0.7953
8 C 2.3779 -1.0859 -0.9627
9 C 1.3851 -1.5567 -0.0829
10 C 0.9398 -0.7373 0.9767
11 O -0.0113 -1.1880 1.8356
12 C 1.4820 0.5537 1.1422
13 C 2.4705 1.0241 0.2553
14 N 5.6565 1.1677 0.0327
15 C 5.8264 2.4700 0.2689
16 C 5.7281 3.5017 -0.8400
17 O 6.0637 2.8434 1.4059
18 H 8.4155 1.7426 -0.2262
19 H 9.5823 0.5952 -0.9002
20 H 8.1140 -0.0132 -0.1186
21 H 8.4209 0.9509 -2.8507
22 H 5.5108 -0.5989 -0.9949
23 H 3.8424 1.7256 -1.9844
24 H 3.8825 0.1286 -2.6868
25 H 2.7207 -1.7154 -1.7726
26 H 0.9665 -2.5417 -0.2193
27 H -0.2736 -2.0883 1.6427
28 H 1.1271 1.1751 1.9505
29 H 2.8806 2.0158 0.3868
30 H 5.6710 0.5992 0.8647
31 H 6.0850 4.4580 -0.4600
32 H 4.6892 3.6121 -1.1390
33 H 6.3353 3.2166 -1.6936
34 N -2.7379 0.4251 -3.9710
35 C -2.6949 -0.4114 -2.7689
36 C -4.0342 -0.2978 -2.0499
37 C -4.0265 -1.0613 -0.7207
38 C -5.3628 -0.8724 -0.0072
39 N -5.2776 -1.4313 1.3462
40 C -6.4226 -1.1233 2.2135
41 C -6.1721 -1.6886 3.6085
42 C -7.1074 -1.0657 4.6434
43 N -8.4986 -1.4493 4.3858
44 H -1.8378 0.4196 -4.4515
45 H -3.4855 0.1299 -4.5985
46 H -2.4959 -1.4534 -3.0396
47 H -1.8875 -0.0688 -2.1134
48 H -4.8275 -0.6875 -2.6953
49 H -4.2428 0.7602 -1.8599
50 H -3.2175 -0.6803 -0.0888
51 H -3.8503 -2.1275 -0.8956
52 H -6.1661 -1.3631 -0.5674
53 H -5.5943 0.1972 0.0516
54 H -4.4082 -1.1404 1.7940
55 H -7.3415 -1.5471 1.7959
56 H -6.5469 -0.0367 2.2757
57 H -5.1415 -1.4738 3.9054
58 H -6.2961 -2.7757 3.5941
59 H -7.0110 0.0250 4.6245
60 H -6.8186 -1.4104 5.6419
61 H -9.1242 -1.0557 5.0888
62 H -8.7898 -1.1761 3.4474


(4)
# C53H60N11O2S

A cluster of 11 separate species, C53H60N11O2S in total (ωB97M-V/def2-TZVPD, the Open Molecules 2025 dataset).

Results
HOMO energy: -0.3999 Ha
charge: +1
energy: -87244.37836 eV

CARTESIAN COORDINATES (ANGSTROEM)
1 C -0.5664 -5.4876 3.4624
2 C 0.6603 -4.6973 3.0647
3 N 0.4050 -3.9024 1.7910
4 S 0.8593 -2.1644 1.9620
5 C 1.0575 -4.4855 0.5371
6 O 0.1417 -4.8342 -0.4227
7 O -0.5647 -6.0015 0.0158
8 H -0.8291 -6.2195 2.6998
9 H -1.4198 -4.8295 3.6314
10 H -0.3647 -6.0310 4.3811
11 H 0.9296 -3.9811 3.8312
12 H 1.5035 -5.3548 2.8779
13 H -0.6019 -3.9073 1.6310
14 H -0.3693 -1.7366 2.2883
15 H 1.6858 -5.3208 0.8361
16 H 1.6748 -3.7072 0.0884
17 H -1.4294 -5.6529 0.2860
18 N 2.8049 -2.3222 -1.8802
19 C 2.6483 -3.4890 -2.5014
20 C 3.2497 -3.8213 -3.7027
21 C 4.0684 -2.8743 -4.2996
22 C 4.2542 -1.6533 -3.6689
23 C 3.6030 -1.4271 -2.4638
24 H 1.9823 -4.1936 -2.0143
25 H 3.0790 -4.7887 -4.1541
26 H 4.5561 -3.0831 -5.2429
27 H 4.8730 -0.8811 -4.1081
28 H 3.7209 -0.4817 -1.9468
29 N -1.0217 -0.5748 4.1941
30 C -2.0952 -1.0248 4.8474
31 C -3.2145 -0.2513 5.1022
32 C -3.2268 1.0624 4.6588
33 C -2.1205 1.5435 3.9766
34 C -1.0471 0.6904 3.7671
35 H -2.0638 -2.0520 5.1962
36 H -4.0483 -0.6809 5.6382
37 H -4.0828 1.6987 4.8422
38 H -2.0794 2.5603 3.6107
39 H -0.1637 1.0489 3.2470
40 N 4.5826 1.2051 -5.3102
41 C 3.3180 1.0008 -5.6727
42 C 2.5848 1.8996 -6.4314
43 C 3.2004 3.0667 -6.8509
44 C 4.5182 3.2908 -6.4830
45 C 5.1617 2.3356 -5.7119
46 H 2.8601 0.0792 -5.3326
47 H 1.5594 1.6727 -6.6831
48 H 2.6635 3.7925 -7.4481
49 H 5.0397 4.1892 -6.7834
50 H 6.1911 2.4799 -5.4035
51 N 0.1289 -0.2075 -5.2834
52 C -0.9552 0.4044 -5.7538
53 C -2.2000 0.3368 -5.1462
54 C -2.3296 -0.3997 -3.9795
55 C -1.2055 -1.0407 -3.4806
56 C -0.0067 -0.9186 -4.1671
57 H -0.8217 0.9806 -6.6638
58 H -3.0438 0.8597 -5.5750
59 H -3.2871 -0.4721 -3.4790
60 H -1.2521 -1.6271 -2.5718
61 H 0.8910 -1.4069 -3.8004
62 N -4.1287 -3.0372 6.9330
63 C -4.0682 -2.2373 7.9968
64 C -4.9593 -2.3002 9.0568
65 C -5.9731 -3.2434 9.0120
66 C -6.0491 -4.0829 7.9127
67 C -5.1063 -3.9412 6.9064
68 H -3.2640 -1.5087 7.9996
69 H -4.8576 -1.6246 9.8946
70 H -6.6894 -3.3234 9.8189
71 H -6.8218 -4.8348 7.8335
72 H -5.1359 -4.5855 6.0344
73 N -5.8344 -0.6326 -3.8531
74 C -6.2761 -0.1441 -5.0097
75 C -7.6226 -0.0134 -5.3173
76 C -8.5599 -0.4179 -4.3797
77 C -8.1137 -0.9338 -3.1727
78 C -6.7466 -1.0104 -2.9628
79 H -5.5178 0.1527 -5.7257
80 H -7.9255 0.3921 -6.2726
81 H -9.6185 -0.3356 -4.5874
82 H -8.8055 -1.2681 -2.4122
83 H -6.3502 -1.3979 -2.0293
84 N 1.4621 2.9972 3.0885
85 C 2.5166 3.2327 2.3086
86 C 3.5576 4.0754 2.6651
87 C 3.5013 4.7177 3.8909
88 C 2.4109 4.4817 4.7129
89 C 1.4244 3.6143 4.2683
90 H 2.5259 2.7220 1.3513
91 H 4.3958 4.2276 1.9981
92 H 4.3043 5.3787 4.1889
93 H 2.3236 4.9582 5.6795
94 H 0.5585 3.4028 4.8879
95 N 6.7461 5.2584 3.6292
96 C 6.5875 6.0548 2.5731
97 C 7.5225 6.1827 1.5579
98 C 8.6941 5.4489 1.6489
99 C 8.8757 4.6188 2.7438
100 C 7.8743 4.5563 3.7012
101 H 5.6605 6.6188 2.5287
102 H 7.3266 6.8393 0.7219
103 H 9.4519 5.5213 0.8796
104 H 9.7741 4.0276 2.8566
105 H 7.9803 3.9131 4.5678
106 N -4.2015 -6.8137 -1.9336
107 C -5.4501 -6.3976 -1.7369
108 C -5.9082 -5.1416 -2.1109
109 C -5.0192 -4.2676 -2.7143
110 C -3.7161 -4.6890 -2.9291
111 C -3.3619 -5.9688 -2.5286
112 H -6.1169 -7.1064 -1.2584
113 H -6.9364 -4.8596 -1.9287
114 H -5.3259 -3.2754 -3.0174
115 H -2.9909 -4.0431 -3.4069
116 H -2.3560 -6.3380 -2.6948
117 N 4.2009 6.9930 -0.4145
118 C 4.0420 7.4810 -1.6423
119 C 2.8085 7.6005 -2.2658
120 C 1.6776 7.1886 -1.5797
121 C 1.8273 6.6770 -0.3008
122 C 3.1047 6.6027 0.2331
123 H 4.9471 7.7933 -2.1516
124 H 2.7409 8.0084 -3.2649
125 H 0.6980 7.2665 -2.0331
126 H 0.9760 6.3411 0.2757
127 H 3.2641 6.2158 1.2313